# 1
Below is a 11-piece molecular cluster, C5H33NO11 overall, with properties calculated with wB97M-V/def2-TZVPD.

CARTESIAN COORDINATES (ANGSTROEM)
1 H 2.6431 0.2757 -1.3401
2 H 1.1059 1.5235 2.9696
3 H -1.5391 -1.0019 -2.1082
4 C 2.3123 -0.1624 2.3668
5 H 0.3390 -3.0339 -0.5161
6 O -2.7595 -0.0713 -1.2756
7 H 2.2035 -1.0044 1.5029
8 H -1.2326 -2.0357 -3.1859
9 H 1.6098 1.4608 0.2995
10 O -0.7625 -1.4806 -2.5555
11 H -1.0753 3.8633 1.8134
12 H -0.8156 2.7651 -1.8360
13 O -1.0358 -0.2058 4.1225
14 H 0.0854 1.9793 1.0444
15 N 1.0558 0.7149 2.3278
16 O -1.1433 1.4266 -2.9110
17 H -1.6480 0.6626 -2.6145
18 O -0.5553 -2.8941 -0.2624
19 O 0.8358 -2.5419 2.1194
20 H 2.3518 -2.3355 -0.6682
21 H -0.6517 3.6728 0.5629
22 O 1.3569 0.0086 -3.4055
23 H 2.3669 -0.8130 3.1706
24 H -3.3331 1.1221 0.2651
25 H 2.6176 -0.7210 -2.1481
26 H -1.0787 4.1889 -1.6770
27 O 2.5902 -0.6505 -1.1610
28 H 0.7652 -0.7021 -3.1651
29 H 0.2728 -2.4393 3.0305
30 H -3.6326 -0.4159 -1.1595
31 C -2.3456 0.8171 -0.1097
32 H 2.1259 -3.0619 0.5542
33 O -1.3481 3.4760 1.0193
34 H -1.7264 0.4704 4.0095
35 O -0.3239 3.5805 -1.5107
36 H -1.6760 1.6589 -0.4978
37 H 0.5039 -0.9188 0.4568
38 H 1.9508 -0.4463 -3.9967
39 H 0.1319 -2.4569 1.3565
40 H 3.3160 0.1464 2.0497
41 H -1.5911 0.0953 1.8765
42 C -0.0608 -0.0324 0.2234
43 H -1.8478 -1.1396 0.6291
44 C 0.6960 1.1832 1.0016
45 H -0.4622 -0.2194 3.3286
46 H -0.1012 -0.0008 -0.8427
47 C -1.4983 -0.0361 0.7712
48 H -0.2325 1.2698 -2.6348
49 O 2.1140 -3.2076 -0.3444
50 H -0.8736 -2.3327 -0.9455

Lowest unoccupied orbital energy   0.07 eV
Frontier orbital gap   9.07 eV
Spin multiplicity   1
Energy above the lowest of the compared OMol25 structures with the same formula, charge and spin   524.2 kJ/mol



# 2
Below is C14H13IN2O6Pd as an isolated structure, with properties calculated with wB97M-V/def2-TZVPD.

CARTESIAN COORDINATES (ANGSTROEM)
1 C -4.5125 2.5737 0.0722
2 Pd -0.3257 0.6532 -0.0372
3 C -3.3623 3.3635 0.2062
4 H 2.7449 -2.6350 -0.5095
5 N 1.7595 0.2979 0.1258
6 C 1.7483 -4.5042 -0.1056
7 O 0.8587 -2.2353 0.0478
8 N -2.0849 1.4058 0.0699
9 O -3.6570 -1.6841 -0.2120
10 H 1.6467 -0.0411 2.1434
11 C 2.3255 0.0721 1.3098
12 C 1.7545 -3.0823 -0.6399
13 H 0.7448 -4.9288 -0.1643
14 C 2.5382 0.4430 -0.9454
15 H 2.4152 -5.1409 -0.6883
16 O -0.6883 4.5807 0.5353
17 H -6.4210 2.5806 -0.0225
18 C 3.9203 0.3708 -0.8818
19 O 0.2364 2.5631 0.2186
20 H -3.4184 4.4366 0.3159
21 O -5.6977 3.2118 0.0753
22 C 4.5035 0.1408 0.3525
23 C -2.1428 2.7317 0.2006
24 O -1.5059 -1.0516 -0.3149
25 C 3.6945 -0.0123 1.4682
26 H 5.5798 0.0799 0.4388
27 H -5.2703 0.5389 -0.1517
28 H -0.0598 -2.5131 -0.0663
29 C -2.7778 -0.8494 -0.2035
30 C -3.1484 0.6299 -0.0571
31 I 1.5517 0.7339 -2.7533
32 C -0.7681 3.3936 0.3369
33 C -4.4099 1.1883 -0.0560
34 H 4.5126 0.4901 -1.7758
35 H 1.5375 -3.0809 -1.7161
36 H 4.1111 -0.1943 2.4475
37 H 2.0673 -4.5266 0.9366

Lowest unoccupied orbital energy   -0.03 eV
Frontier orbital gap   9.31 eV
Spin multiplicity   1
Energy above the lowest of the compared OMol25 structures with the same formula, charge and spin   0.0 kJ/mol



# 3
Below is a 5-piece molecular cluster, C75H60Br2F2NO11SSi overall, with properties calculated with wB97M-V/def2-TZVPD.

CARTESIAN COORDINATES (ANGSTROEM)
1 H -7.4684 1.5832 -5.0517
2 H 1.2633 8.7525 2.9032
3 O 4.1935 -10.6727 0.3577
4 C -5.0807 -1.4764 -4.9494
5 C 4.6932 -5.5580 -1.8524
6 C -1.9378 0.8291 1.6349
7 H -0.0353 12.5356 -4.0818
8 C 1.0411 9.2614 1.9678
9 C 3.7928 -11.0452 -2.3755
10 H -4.2602 -6.2387 -8.8638
11 H 3.1117 9.6341 1.5110
12 C -0.7223 -2.3997 -1.5452
13 H -2.3071 5.0953 8.2027
14 C 2.9029 10.9730 -0.8279
15 C -3.2997 -1.2053 2.0824
16 O -3.3785 -2.7634 -3.9699
17 H 1.5419 -6.4685 -0.6027
18 H -1.7027 5.0035 5.8030
19 C 0.9987 -6.6906 -1.6166
20 H 4.1424 13.4218 -4.5706
21 H 1.5813 5.8469 2.1438
22 H 6.3495 -3.8483 2.2246
23 Si 0.3153 -3.9080 -0.9438
24 C -6.7057 -2.9798 3.9547
25 H 2.0057 -2.1743 0.0084
26 C 5.8481 -6.6016 -1.2669
27 C 0.8329 6.3938 8.3911
28 H 3.7294 6.8129 1.3792
29 C -5.0692 -4.3827 -8.1215
30 O 3.8332 -6.2750 -2.7832
31 H -0.2201 -2.0153 -2.5553
32 H -2.6854 -6.5187 -6.9636
33 N 5.0991 -7.4615 -0.2755
34 H -2.6255 -4.8422 -5.1420
35 C -3.9027 1.0174 3.0347
36 H 4.6532 12.2229 -2.4648
37 H 4.7112 7.8772 5.4267
38 H -5.7528 -4.2646 -8.9608
39 O -6.6472 -2.0739 -8.1351
40 O -2.5429 -1.8909 1.4060
41 C -5.9148 -1.2808 -6.0494
42 H -1.6020 10.1850 0.0368
43 C -0.3624 -4.7648 0.6462
44 H -1.0934 9.0425 2.1746
45 F 1.3021 -9.1039 -2.2394
46 H -6.1093 -4.7965 2.9593
47 H -0.0324 -7.2307 -1.3502
48 C 0.6278 5.7752 4.6721
49 H -0.4725 -5.3931 -2.8691
50 H -6.0192 1.2063 -3.0700
51 C 1.9258 6.3211 4.2288
52 H -1.8389 -2.6600 -1.8054
53 C 0.5870 -5.2694 -2.3326
54 H 5.2863 7.8426 3.0179
55 O -0.1442 5.2734 3.8632
56 C 5.9688 -4.5722 1.3544
57 C -3.3134 -4.7090 -5.9754
58 H 4.6134 -6.8114 0.4140
59 F 1.3989 -7.4365 -3.9940
60 H 3.9044 -8.3517 -3.2503
61 C 0.9893 12.4640 -3.7210
62 C -0.4160 5.9334 8.8104
63 C -4.4855 -1.8084 2.7228
64 C -4.2281 -5.4963 -8.0693
65 H 1.8017 13.5592 -5.3901
66 O -5.7733 1.0739 4.4528
67 C 2.0815 9.7587 1.1816
68 C 1.1712 6.3616 7.0319
69 C 7.1925 -5.8660 -0.6953
70 C -5.9848 0.5153 -3.9093
71 H 5.7235 -8.0696 0.3274
72 C 0.1672 11.2302 -1.7222
73 H 5.1808 -4.6352 -2.3983
74 C 0.2680 5.8478 6.1022
75 H -4.4820 -0.7342 -3.0060
76 C -1.4861 -5.9843 0.6747
77 C -6.4249 -1.6281 4.1598
78 H 5.4704 -5.4846 1.9140
79 C 3.6237 12.2862 -2.8135
80 C 3.4720 6.8343 2.4360
81 H -2.4156 4.0537 2.6120
82 C -2.5851 2.9832 2.5199
83 C 2.5892 11.7000 -2.0741
84 C 0.1962 -4.2841 2.1452
85 H -0.6951 -1.4781 -0.7976
86 H 4.6005 -11.7869 -2.8461
87 H -2.8032 -7.6358 1.9810
88 C 3.9966 -8.2075 -0.9835
89 C -2.0178 -6.7380 2.0339
90 C -5.9174 -2.2470 -7.1668
91 C 1.8211 -7.7370 -2.5730
92 H -0.6790 5.9633 9.8655
93 C -3.6769 2.3936 3.1592
94 H -7.0729 -1.0356 4.8036
95 H -1.7328 -6.7883 4.4794
96 H -1.9293 -6.3600 -0.3682
97 H 3.2655 -10.4471 -3.2310
98 C -0.2820 9.4217 1.5572
99 H 4.1026 -5.1178 -0.9127
100 H 2.5892 -3.9685 0.2039
101 S 4.5710 -10.0252 -1.0212
102 C -4.1503 -2.6222 -4.9115
103 C -1.3289 5.4423 7.8774
104 C 2.2619 6.2901 2.8689
105 C 1.2718 11.8017 -2.5193
106 C -5.0499 0.3994 3.7290
107 C 4.0208 7.4288 4.7141
108 H -4.3519 3.0105 3.7500
109 C -5.1203 -0.5800 -3.8744
110 H 1.5382 6.7809 9.1244
111 C 3.3381 12.9609 -4.0015
112 H 0.9751 -3.4029 2.1287
113 O -0.9900 11.3160 -2.1143
114 H 0.1648 -4.5975 4.5759
115 C -0.5664 10.0668 0.3516
116 C -1.7112 2.1998 1.7665
117 H 1.3991 -4.8318 -3.0523
118 H -7.5679 -3.4343 4.4379
119 C 2.1042 -3.1982 -0.5505
120 C -6.7690 -0.1711 -6.0903
121 H 2.7652 -3.1315 -1.5281
122 O 3.2738 7.3381 7.4076
123 Br 9.0838 -4.1554 0.9631
124 H -1.2545 0.2248 1.0407
125 C -4.1668 -3.5985 -6.0187
126 C -5.0347 -3.4285 -7.0963
127 H -7.4132 -0.0043 -6.9518
128 C -5.3179 -1.0393 3.5345
129 C -1.3863 -6.2381 3.4832
130 C 1.7976 10.4190 -0.0212
131 C 4.3474 7.4098 3.3565
132 H -4.1354 -3.7692 1.8718
133 C 3.4825 -7.6285 -2.3984
134 C 7.2950 -4.9590 0.4765
135 H 2.9600 -11.7284 -1.8652
136 C -5.8850 -3.7453 3.1268
137 C -4.7729 -3.1637 2.5142
138 C -0.2961 -4.9986 3.5640
139 C -6.8013 0.7245 -5.0204
140 C 2.8092 6.8782 5.1522
141 C -0.9869 5.3930 6.5250
142 H 5.1972 -3.9217 0.7364
143 C 2.0232 13.0413 -4.4595
144 H -0.8551 2.6578 1.2758
145 H 6.2312 -7.3453 -2.1201
146 O 4.0657 10.8366 -0.4654
147 C -3.3459 -5.6551 -7.0009
148 C 2.4784 6.8898 6.5911
149 H 3.0666 -8.2124 -0.2347
150 C 0.4763 10.5621 -0.4423
151 O 6.1317 -10.1431 -1.2020
152 C -3.0430 0.2384 2.2612
153 Br 8.9477 -6.1947 -1.6844

Lowest unoccupied orbital energy   -3.33 eV
Frontier orbital gap   7.25 eV
Charge   +1
Spin multiplicity   1
Energy above the lowest of the compared OMol25 structures with the same formula, charge and spin   809.6 kJ/mol



# 4
Below is C20H31ClIrN4 as an isolated structure, with properties calculated with wB97M-V/def2-TZVPD.

CARTESIAN COORDINATES (ANGSTROEM)
1 H -1.3809 2.1595 2.7430
2 H 0.4188 -2.9107 0.1826
3 C 2.2568 -0.7122 -1.5883
4 H 2.3537 2.4529 5.8326
5 H -0.8800 0.0688 1.5604
6 H 0.0276 3.1724 5.9646
7 C 0.3775 0.5391 3.9360
8 H 1.4984 4.3614 2.8785
9 H -1.1212 2.1651 -0.0760
10 H -0.1604 3.0648 1.7939
11 H 2.6161 0.9262 2.5162
12 N -0.0453 3.3309 3.8651
13 H -1.2380 2.1813 5.1666
14 H 0.0068 -0.8534 -8.1505
15 C 1.3689 3.7626 3.7867
16 C -0.3338 2.4756 2.7040
17 C 1.9411 0.0407 -0.4237
18 C -2.5904 -0.6157 -1.2646
19 C 1.5993 1.2474 -6.4665
20 H -0.6426 2.4802 -5.8789
21 C 0.2516 0.8031 -6.8229
22 H -3.1430 -1.2262 -1.9689
23 N 0.6961 1.3585 5.1089
24 C -1.9625 -1.1059 -0.0745
25 H 2.1486 1.6224 -7.3499
26 C -0.8835 1.7053 -6.6218
27 H 2.1850 0.4296 -6.0204
28 H 0.7662 -1.2443 -6.5849
29 C 2.0937 1.8216 4.9731
30 N 2.2902 2.6104 3.7353
31 N 0.5354 1.2700 2.6527
32 H -1.9433 -2.1198 0.3188
33 C 0.0027 -0.6221 -7.0702
34 H 1.7129 -2.7820 -2.2134
35 Cl -0.2489 -0.3465 -3.1289
36 C -1.5184 1.1773 -0.2903
37 H 2.2070 1.0747 -0.1891
38 H -0.6640 0.2045 4.0174
39 H 0.9275 -0.5658 1.4903
40 H 2.0245 2.3894 1.6706
41 H 2.8206 -0.3340 -2.4313
42 H -1.7623 1.1638 -6.2408
43 C 1.9306 1.7756 2.5769
44 H -1.1708 2.2089 -7.5631
45 H 1.0479 -0.3296 3.9262
46 C 1.2384 -0.8342 0.4848
47 C 1.6824 -1.9947 -1.4717
48 H -0.9686 -0.9297 -6.6599
49 H -2.6278 1.4079 -2.2012
50 C -2.3199 0.7631 -1.3894
51 C -0.2007 2.5307 5.1029
52 H 1.6033 4.3656 4.6708
53 C 0.9912 -2.0807 -0.2158
54 H 1.5621 2.0543 -5.7188
55 Ir -0.1465 -0.4262 -0.9604
56 H 2.7501 0.9459 4.9438
57 C -1.3734 0.0428 0.5922

Lowest unoccupied orbital energy (spin up / spin down)   -6.49 / -10.65 eV
Frontier orbital gap (spin up / spin down)   3.72 / 4.58 eV
⟨S²⟩   8.778
Charge   +2
Spin multiplicity   6



Number 1: E_tot -1092.55715 a.u.. Number 2: E_tot -1527.87245 a.u.. Number 3: E_tot -9811.09331 a.u.. Number 4: E_tot -1563.33770 a.u..